A structure of composition C25H26Br4FeNO2 in a non-equilibrium geometry, computed with ωB97M-V/def2-TZVPD.

As for the HOMO-LUMO gap (spin up / spin down): 6.79 / 6.94 eV. As for the expectation value of S²: 6.013. Its LUMO energy (spin up / spin down) is 2.57 / 2.56 eV. Its multiplicity is 5. The value obtained for the energy relative to the best compared isomer or geometry (same formula, charge and spin) is 0.00 kJ/mol. The value obtained for the electronic energy is -346491.5964 eV. The net charge is -1.

CARTESIAN COORDINATES (ANGSTROEM)
Br: -10.90695 -13.96051 7.89418
Br: -7.96667 -15.10607 13.64130
Br: -12.88377 -14.42629 10.63518
Br: -11.29058 -15.10193 13.60212
Fe: -6.40037 -13.17055 9.60753
O: -7.99250 -14.16106 8.61274
O: -6.81462 -14.45239 11.03509
N: -5.04715 -11.81765 11.02745
C: -10.15794 -14.44494 9.57701
C: -4.68905 -16.52923 9.80594
C: -1.90337 -11.38929 6.59625
C: -6.03191 -11.09944 11.85757
C: -3.56344 -13.15531 7.34284
C: -3.31490 -11.89662 6.54026
C: -8.13869 -14.64677 10.91167
C: -8.75137 -14.44607 9.63142
C: -4.13227 -12.63661 11.82365
C: -4.78392 -13.81113 7.18137
C: -3.07191 -14.75448 9.08850
C: -6.91085 -9.77814 6.88770
C: -10.97262 -14.69165 10.72552
C: -7.10804 -10.98474 7.56166
C: -5.98402 -8.85494 7.39825
C: -10.35887 -14.95485 11.94995
C: -5.19376 -9.15752 8.50711
C: -5.34037 -10.40683 9.08736
C: -4.36807 -10.81476 10.17889
C: -5.18112 -14.89070 7.94724
C: -6.33359 -11.31827 8.68469
C: -8.93228 -14.91564 11.99344
C: -3.70636 -12.03827 5.05660
C: -4.28460 -15.38972 8.90712
C: -2.69267 -13.67063 8.27209
H: -3.45025 -13.17007 11.14068
H: -1.73500 -13.21575 8.44027
H: -1.79274 -10.48582 5.97341
H: -4.50163 -8.46106 8.90504
H: -3.95111 -16.75532 10.54592
H: -5.51274 -10.43840 12.57610
H: -1.19966 -12.15388 6.24130
H: -2.39013 -15.10863 9.87013
H: -1.55760 -11.13326 7.58127
H: -5.53532 -13.36605 6.54439
H: -7.86987 -11.66542 7.18893
H: -5.88475 -7.90573 6.90583
H: -3.97915 -11.11446 6.95031
H: -3.06831 -12.80123 4.56193
H: -3.58082 -11.05548 4.60023
H: -6.66259 -11.81442 12.39037
H: -5.66346 -16.32186 10.29096
H: -4.00757 -9.96086 10.81047
H: -4.81207 -17.44929 9.23388
H: -7.48193 -9.54620 5.99188
H: -4.70048 -13.39150 12.35576
H: -4.76994 -12.29496 4.94558
H: -6.64432 -10.46298 11.22599
H: -3.58794 -12.03021 12.56461
H: -3.46227 -11.28758 9.78886
H: -6.17827 -15.30287 7.83874

=====

A structure of composition C25H26Cl3NO4Re, computed with ωB97M-V/def2-TZVPD.

As for the HOMO-LUMO gap (spin up / spin down): 6.93 / 7.34 eV. As for the expectation value of S²: 1.185. Its LUMO energy (spin up / spin down) is -1.25 / -0.85 eV. Its multiplicity is 2. The value obtained for the energy relative to the best compared isomer or geometry (same formula, charge and spin) is 480.25 kJ/mol. The value obtained for the electronic energy is -75721.6088 eV. The net charge is 0.

CARTESIAN COORDINATES (ANGSTROEM)
Re: -1.45307 -1.20120 0.85150
Cl: -2.04337 -3.30615 0.07083
Cl: 2.79748 0.63024 -0.01948
Cl: 2.85115 1.40726 -5.36172
O: -0.13622 -1.10216 -1.07833
O: -0.34243 -0.10612 1.71643
O: -2.20344 -0.45563 -0.91125
O: 0.44870 0.69088 2.32681
N: 1.58525 0.70710 -2.74731
C: -1.67667 2.34273 -3.27234
C: 2.11142 -2.06581 2.37887
C: 0.70943 -4.40699 1.85420
C: -0.72137 1.35415 -3.08493
C: -3.24497 -0.95811 4.35413
C: -1.32416 3.68143 -3.34735
C: 5.01487 1.25701 -1.42236
C: 0.01043 4.03346 -3.22522
C: 3.66880 1.35943 -3.83630
C: 1.77887 -4.04418 1.05075
C: 2.94905 1.02623 -2.68550
C: 0.62480 1.71899 -2.94170
C: -4.93917 0.13879 2.86167
C: 2.47859 -2.87165 1.31186
C: -2.68398 1.18344 3.16625
C: -3.44357 -0.13782 3.06603
C: -1.14140 -0.59669 -1.62925
C: -1.12868 -0.10283 -3.04475
C: 3.65661 0.99364 -1.48271
C: 5.69429 1.59148 -2.58148
C: 5.02091 1.65095 -3.79151
C: 0.97741 3.06306 -3.01814
C: 0.33046 -3.59344 2.91632
C: 1.03329 -2.42505 3.17972
C: -2.96623 -1.02381 1.94850
H: -3.73916 -1.73715 1.63376
H: -5.31901 0.74829 3.68319
H: -2.18667 -1.15748 4.52682
H: 5.52122 1.21408 -0.46843
H: 2.01481 3.35138 -2.90819
H: -2.12694 -0.22258 -3.46174
H: -0.41805 -0.70784 -3.60927
H: 0.74230 -1.78354 4.00272
H: -2.08183 4.43723 -3.50314
H: 0.15393 -5.31100 1.64289
H: -0.51376 -3.87543 3.53409
H: -3.15834 1.81384 3.92108
H: -5.51254 -0.78937 2.83128
H: -2.71530 2.04987 -3.37296
H: -3.63379 -0.39153 5.20268
H: 5.53622 1.90710 -4.70633
H: 6.75327 1.80729 -2.54282
H: 0.30696 5.07285 -3.28247
H: -1.64518 1.04242 3.45245
H: 2.64349 -1.14598 2.57790
H: -5.11318 0.68098 1.93067
H: -2.70231 1.72154 2.21659
H: -3.77521 -1.91138 4.30929
H: 2.06310 -4.66920 0.21405
H: 1.30688 0.00390 -2.07317
H: 3.30601 -2.58091 0.67682

=====

A structure of composition C25H26IrN3O8SSe in a non-equilibrium geometry, computed with ωB97M-V/def2-TZVPD.

As for the HOMO-LUMO gap (spin up / spin down): 7.21 / 5.16 eV. As for the expectation value of S²: 8.840. Its LUMO energy (spin up / spin down) is -3.28 / -5.46 eV. Its multiplicity is 6. The value obtained for the energy relative to the best compared isomer or geometry (same formula, charge and spin) is 73.29 kJ/mol. The value obtained for the electronic energy is -126202.6648 eV. The net charge is +1.

CARTESIAN COORDINATES (ANGSTROEM)
Ir: 0.05232 0.57971 -0.69908
Se: 2.84949 -1.02656 0.23382
S: -6.59581 -4.98199 1.26453
O: 5.01218 5.47213 0.12019
O: 3.68804 0.17820 0.78269
O: 1.61285 -1.41844 1.51297
O: 1.93409 -0.61034 -1.03991
O: 0.03935 0.68667 -3.05347
O: -5.52620 -5.95841 3.52199
O: 3.60991 -2.34297 -0.05569
O: 3.29296 2.89026 5.25172
N: 0.89645 2.67984 -0.55745
N: 1.06247 0.80896 1.34764
N: 0.22965 -0.31410 -5.05916
C: 0.65765 -0.04621 -3.83739
C: -5.53787 -3.60493 1.03250
C: 1.17560 -0.30190 2.23183
C: 2.06001 4.31577 -1.82525
C: 2.29414 1.24809 3.82740
C: -4.77911 -1.86234 -0.43496
C: 1.04217 3.39770 -1.66600
C: -4.51526 -6.79123 1.49009
C: -5.43592 -6.01331 2.34849
C: 1.61393 1.96801 1.61961
C: -4.63783 -3.18585 2.01614
C: 1.04412 -1.02693 -6.01696
C: -1.04791 0.21626 -5.49677
C: 2.14103 2.27537 2.88294
C: 2.85409 1.55797 5.19115
C: 4.07719 5.51969 -0.91311
C: -3.78422 -2.14078 1.76106
C: -2.78832 -0.59951 0.16434
C: -3.80189 -1.49904 0.50980
C: -1.82944 0.07500 -0.21048
C: 2.95459 4.52448 -0.77634
C: -5.63447 -2.90366 -0.17507
C: 1.73343 2.87776 0.47311
C: 1.94928 -0.02676 3.47855
C: 2.77420 3.79811 0.39394
H: 4.55092 5.40531 -1.89928
H: 3.62082 3.06983 6.13902
H: 1.60782 -1.81703 -5.52695
H: 2.17489 4.84967 -2.75530
H: 2.04745 1.38140 5.92524
H: -6.36396 -3.21562 -0.90593
H: -3.09074 -1.80763 2.51700
H: 1.61054 -0.51145 -3.56215
H: -4.61533 -3.67340 2.97703
H: 1.74548 -0.34953 -6.51051
H: 2.46339 3.27034 3.14077
H: 0.40636 -1.47327 -6.77699
H: -4.02593 -6.13661 0.76791
H: -1.25942 -0.12681 -6.50691
H: 0.32259 3.20563 -2.44966
H: 3.63933 6.52344 -0.87815
H: 3.67408 0.85903 5.40889
H: -1.03874 1.30764 -5.48172
H: 5.53724 4.66870 0.04322
H: 3.46156 3.92627 1.21768
H: -3.77976 -7.31322 2.10127
H: -1.83582 -0.12632 -4.82242
H: 0.14838 -0.59472 2.55509
H: -4.82224 -1.33004 -1.37330
H: -5.09635 -7.52175 0.92512
H: 2.18051 -0.88458 4.09163

=====

An isolated molecule of C25H26N2O5 in a non-equilibrium geometry, computed with ωB97M-V/def2-TZVPD.

As for the HOMO-LUMO gap: 8.51 eV. Its LUMO energy is 0.40 eV. The value obtained for the energy relative to the best compared isomer or geometry (same formula, charge and spin) is 14.97 kJ/mol. The value obtained for the electronic energy is -39566.2849 eV. As for the SMILES: CCCc1cc(=O)oc2cc(OCC(=O)N3C[C@H]4C[C@@H](C3)c3cccc(=O)n3C4)ccc12. The net charge is 0.

CARTESIAN COORDINATES (ANGSTROEM)
O: 0.23376 -1.42416 -0.80597
O: 0.64333 3.82606 0.21450
O: -2.30245 -2.72366 1.43886
O: -2.53234 -4.88281 1.85893
O: -2.12814 1.79159 0.34629
N: 0.72608 0.46004 -1.97145
N: -0.45136 3.27760 -1.67181
C: 1.36412 -2.68341 3.69050
C: 1.16210 2.47840 -3.32553
C: -1.60773 -1.57572 1.54732
C: -0.39973 -1.48206 2.26344
C: -0.62515 -3.81901 2.75347
C: -1.86124 -3.88973 2.00387
C: -1.50230 0.76193 0.99220
C: 3.28387 0.43039 -0.96012
C: -2.15643 -0.45898 0.93384
C: -1.55721 2.72907 -2.42028
C: 2.40757 -0.53124 -0.57760
C: -1.61807 3.09874 0.48981
C: 0.09226 -2.68139 2.89539
C: 1.60978 1.40113 -2.37407
C: 2.61737 -2.65483 2.80352
C: 0.23433 -0.23744 2.30547
C: -1.10350 1.55277 -3.30210
C: 2.63156 -3.79095 1.78902
C: 0.66706 3.67536 -2.49828
C: 0.02962 1.99318 -4.22249
C: 2.88333 1.41505 -1.87921
C: -0.36117 3.41118 -0.33442
C: -0.28965 0.86798 1.67438
C: 1.06785 -0.57392 -1.08082
C: -0.63070 0.35408 -2.48815
H: 2.52873 -4.75207 2.28772
H: -3.08880 -0.55097 0.40137
H: -0.30822 -4.74834 3.20077
H: 1.81332 -3.68177 1.08077
H: 1.38025 -1.82308 4.36314
H: 1.45299 4.04380 -1.83662
H: 0.36253 1.15697 -4.83996
H: -0.67083 -0.55211 -3.10525
H: -2.42518 3.76489 0.16606
H: 3.57220 2.17886 -2.19898
H: 3.49499 -2.72908 3.45046
H: 1.39049 -3.58903 4.29958
H: 2.67167 -1.70086 2.27754
H: 0.34853 4.48196 -3.16922
H: 1.16420 -0.12924 2.84010
H: -1.28651 0.17194 -1.63130
H: -1.97040 1.23405 -3.88835
H: 4.29209 0.44465 -0.57361
H: 2.68102 -1.32086 0.10179
H: -1.38312 3.31938 1.53698
H: 0.25390 1.79880 1.70433
H: -2.34129 2.39126 -1.74643
H: 2.01956 2.80064 -3.92222
H: 3.56853 -3.79218 1.23567
H: -0.29672 2.79745 -4.88444
H: -1.96335 3.51614 -3.07051